Computed, not measured: a cluster of 3 separate species, C27H57ClFNO9 in total, with ωB97M-V/def2-TZVPD.

Each atom is followed by the atoms it is bonded to, with distances in Å.
Element x y z (Å)
1 C -5.1155 1.7056 1.3029  C2 1.531, H28 1.093, H29 1.092, H30 1.092
2 C -5.0466 2.7667 0.2020  C1 1.531, C3 1.534, H31 1.092, H32 1.096
3 C -3.8305 2.5919 -0.7160  C2 1.534, C4 1.530, H33 1.092, H34 1.096
4 C -2.5840 3.2617 -0.1351  C3 1.530, O5 1.420, H35 1.099, H36 1.091
5 O -1.3504 2.6689 -0.5117  C4 1.420, C6 1.415
6 C -1.0592 1.4521 0.1491  O5 1.415, C7 1.538, O12 1.388, H37 1.100
7 C -0.2894 1.6792 1.4607  C6 1.538, O8 1.407, H38 1.098, H39 1.096
8 O 0.9954 1.1069 1.4079  C7 1.407, C9 1.418
9 C 1.7171 1.2643 2.6188  O8 1.418, C10 1.522, H40 1.098, H41 1.094
10 C 1.4807 0.1171 3.5908  C9 1.522, C11 1.540, H42 1.092, H43 1.095
11 C 2.1332 0.3702 4.9627  C10 1.540, H44 1.091, H45 1.090, H46 1.090
12 O -0.2996 0.6658 -0.7054  C6 1.388, C13 1.422
13 C -0.9847 0.1897 -1.8570  O12 1.422, C14 1.524, C19 1.576, H47 1.091
14 C -0.0309 0.3813 -3.0306  C13 1.524, C15 1.547, H48 1.091, H49 1.091
15 C -0.6797 0.6790 -4.4025  C14 1.547, C16 1.498, H50 1.092, H51 1.089
16 C -1.9541 -0.0424 -4.7202  C15 1.498, O17 1.199, O18 1.375
17 O -2.0314 -1.0017 -5.4350  C16 1.199
18 O -3.0823 0.5337 -4.1845  C16 1.375, H52 0.966
19 C -1.4928 -1.2755 -1.5776  C13 1.576, C20 1.538, N23 1.460, H53 1.099
20 C -0.8732 -2.3548 -2.4818  C19 1.538, C21 1.523, H54 1.088, H55 1.094
21 C 0.5085 -2.8179 -2.0396  C20 1.523, F22 1.398, H56 1.095, H57 1.092
22 F 0.4158 -3.9906 -1.2837  C21 1.398
23 N -1.3840 -1.5451 -0.1467  C19 1.460, C24 1.449, H58 1.012
24 C -2.0918 -2.7276 0.3007  N23 1.449, Cl25 1.803, C26 1.531, H59 1.094
25 Cl -1.4927 -3.0641 1.9673  C24 1.803
26 C -3.6092 -2.5261 0.2876  C24 1.531, C27 1.539, H60 1.091, H61 1.090
27 C -4.3103 -3.2415 -0.8812  C26 1.539, H62 1.091, H63 1.090, H64 1.093
28 H -4.4407 1.9303 2.1329  C1 1.093
29 H -6.1206 1.6436 1.7254  C1 1.092
30 H -4.8602 0.7150 0.9201  C1 1.092
31 H -5.9717 2.7549 -0.3772  C2 1.092
32 H -4.9885 3.7518 0.6791  C2 1.096
33 H -4.0415 2.9748 -1.7166  C3 1.092
34 H -3.6352 1.5196 -0.8279  C3 1.096
35 H -2.6679 3.2916 0.9605  C4 1.099
36 H -2.5301 4.2954 -0.4784  C4 1.091
37 H -1.9968 0.9309 0.3920  C6 1.100
38 H -0.2029 2.7645 1.6059  C7 1.098
39 H -0.8653 1.2492 2.2883  C7 1.096
40 H 1.4526 2.2160 3.0988  C9 1.098
41 H 2.7720 1.3055 2.3330  C9 1.094
42 H 1.8413 -0.8104 3.1406  C10 1.092
43 H 0.3981 0.0063 3.7098  C10 1.095
44 H 2.9162 1.1264 4.8938  C11 1.091
45 H 1.3779 0.7122 5.6703  C11 1.090
46 H 2.5417 -0.5666 5.3421  C11 1.090
47 H -1.8537 0.8242 -2.0362  C13 1.091
48 H 0.6828 -0.4391 -3.1204  C14 1.091
49 H 0.5613 1.2600 -2.7725  C14 1.091
50 H -0.8920 1.7503 -4.4269  C15 1.092
51 H 0.0311 0.4821 -5.2035  C15 1.089
52 H -3.4498 -0.0310 -3.4919  O18 0.966
53 H -2.5762 -1.2899 -1.7607  C19 1.099
54 H -0.8290 -2.0400 -3.5223  C20 1.088
55 H -1.5202 -3.2371 -2.4718  C20 1.094
56 H 1.0090 -2.0722 -1.4135  C21 1.095
57 H 1.1546 -3.0220 -2.8964  C21 1.092
58 H -0.4224 -1.5670 0.1676  N23 1.012
59 H -1.8382 -3.6377 -0.2507  C24 1.094
60 H -3.8127 -1.4546 0.2827  C26 1.091
61 H -4.0040 -2.9293 1.2203  C26 1.090
62 H -4.6780 -4.2179 -0.5633  C27 1.091
63 H -5.1548 -2.6695 -1.2642  C27 1.090
64 H -3.6235 -3.4276 -1.7112  C27 1.093
65 C 2.5089 5.5980 -6.5864  O66 1.415, H71 1.088, H72 1.093, H73 1.095
66 O 2.9236 4.6149 -7.5163  C65 1.415, C67 1.416
67 C 3.3469 3.4038 -6.9160  O66 1.416, C68 1.512, H74 1.095, H75 1.094
68 C 2.2769 2.3375 -6.9778  C67 1.512, O69 1.419, H76 1.095, H77 1.094
69 O 1.1363 2.6853 -6.2084  C68 1.419, C70 1.417
70 C 0.0600 3.1858 -6.9816  O69 1.417, H78 1.096, H79 1.092, H80 1.089
71 H 2.0235 6.3923 -7.1505  C65 1.088
72 H 1.8014 5.1925 -5.8592  C65 1.093
73 H 3.3683 6.0187 -6.0534  C65 1.095
74 H 3.6416 3.5742 -5.8755  C67 1.095
75 H 4.2267 3.0522 -7.4634  C67 1.094
76 H 2.6816 1.4070 -6.5672  C68 1.095
77 H 1.9925 2.1534 -8.0184  C68 1.094
78 H -0.4308 2.3789 -7.5373  C70 1.096
79 H 0.3929 3.9534 -7.6835  C70 1.092
80 H -0.6595 3.6254 -6.2919  C70 1.089
81 C 2.4971 -3.4303 6.7104  O82 1.416, H87 1.089, H88 1.092, H89 1.096
82 O 3.3568 -2.5628 7.4272  C81 1.416, C83 1.418
83 C 3.4941 -2.9099 8.7948  O82 1.418, C84 1.512, H90 1.095, H91 1.094
84 C 4.7850 -3.6493 9.0658  C83 1.512, O85 1.417, H92 1.094, H93 1.095
85 O 4.8205 -4.9121 8.4238  C84 1.417, C86 1.415
86 C 5.5725 -4.9220 7.2253  O85 1.415, H94 1.095, H95 1.093, H96 1.089
87 H 2.6222 -3.2168 5.6499  C81 1.089
88 H 2.7408 -4.4794 6.8924  C81 1.092
89 H 1.4514 -3.2509 6.9836  C81 1.096
90 H 2.6427 -3.5140 9.1237  C83 1.095
91 H 3.4925 -1.9807 9.3731  C83 1.094
92 H 4.8728 -3.8244 10.1423  C84 1.094
93 H 5.6359 -3.0367 8.7509  C84 1.095
94 H 6.6460 -4.8686 7.4371  C86 1.095
95 H 5.2960 -4.0933 6.5690  C86 1.093
96 H 5.3615 -5.8618 6.7182  C86 1.089

## Properties
gap between HOMO and LUMO	9.780	eV
SMILES string	CCCCO[C@H](COCCC)O[C@@H](CCC(=O)O)[C@@H](CCF)N[C@@H](Cl)CC.COCCOC.COCCOC
max |F|	0.66	eV/Å
multiplicity	1
lowest unoccupied orbital energy	0.53	eV
charge	0
HOMO	-9.2470	eV